a.
ORCA calculation (ωB97M-V/def2-TZVPD) on a cluster of 2 separate species, C14H16 in total.

Each atom is followed by the atoms it is bonded to, with distances in Å.
Geometry (Å):
1 C -1.98 -3.61 1.50  C5 1.473, H12 1.164, H13 1.132, H15 1.057
2 C 0.45 -0.91 0.67  C3 1.381, C4 1.401, H8 1.063
3 C 0.90 -0.51 1.91  C2 1.381, C6 1.385, H9 1.133
4 C -0.53 -1.92 0.55  C2 1.401, C5 1.425, H10 1.106
5 C -1.00 -2.54 1.74  C1 1.473, C4 1.425, C7 1.410
6 C 0.35 -1.02 3.08  C3 1.385, C7 1.400, H11 1.061
7 C -0.65 -1.99 3.00  C5 1.410, C6 1.400, H14 1.060
8 H 0.79 -0.54 -0.27  C2 1.063
9 H 1.66 0.33 1.96  C3 1.133
10 H -0.92 -2.16 -0.45  C4 1.106
11 H 0.82 -0.73 3.98  C6 1.061
12 H -2.66 -3.86 2.41  C1 1.164
13 H -1.46 -4.59 1.27  C1 1.132
14 H -1.01 -2.43 3.89  C7 1.060
15 H -2.48 -3.39 0.59  C1 1.057
16 C 0.90 3.85 -0.58  C20 1.497, H27 1.065, H28 1.101, H30 1.123
17 C -0.75 0.58 -1.56  C18 1.439, C19 1.387, H23 1.081
18 C 0.03 0.32 -2.73  C17 1.439, C21 1.395, H24 1.124
19 C -0.49 1.77 -0.89  C17 1.387, C20 1.395, H25 1.269
20 C 0.53 2.61 -1.34  C16 1.497, C19 1.395, C22 1.393
21 C 1.18 1.03 -3.10  C18 1.395, C22 1.393, H26 1.141
22 C 1.31 2.25 -2.44  C20 1.393, C21 1.393, H29 1.128
23 H -1.56 -0.06 -1.23  C17 1.081
24 H -0.42 -0.45 -3.41  C18 1.124
25 H -1.18 2.04 0.14  C19 1.269
26 H 1.87 0.68 -3.94  C21 1.141
27 H 0.72 3.72 0.46  C16 1.065
28 H 0.35 4.79 -0.74  C16 1.101
29 H 2.04 3.03 -2.79  C22 1.128
30 H 1.96 4.18 -0.66  C16 1.123

Values from the calculation:
* gap between HOMO and LUMO: 9.715 eV
* SMILES: Cc1ccccc1.Cc1ccccc1
* E_HOMO: -8.7854 eV



b.
ORCA calculation (ωB97M-V/def2-TZVPD) on a cluster of 2 separate species, C14H16 in total.

Each atom is followed by the atoms it is bonded to, with distances in Å.
Geometry (Å):
1 C -0.71 -0.51 2.89  C3 1.426, H10 1.143, H11 1.119, H15 1.110
2 C 0.22 0.66 1.02  C3 1.354, C4 1.431, H8 1.077
3 C 0.35 -0.31 1.96  C1 1.426, C2 1.354, C6 1.461
4 C 1.30 1.12 0.20  C2 1.431, C5 1.347, H9 1.055
5 C 2.49 0.54 0.42  C4 1.347, C7 1.408, H12 1.115
6 C 1.69 -0.85 2.20  C3 1.461, C7 1.376, H13 1.100
7 C 2.69 -0.54 1.31  C5 1.408, C6 1.376, H14 1.110
8 H -0.73 1.15 0.92  C2 1.077
9 H 1.05 1.91 -0.46  C4 1.055
10 H -0.51 -1.55 3.31  C1 1.143
11 H -1.65 -0.60 2.29  C1 1.119
12 H 3.38 0.96 -0.10  C5 1.115
13 H 1.79 -1.29 3.20  C6 1.100
14 H 3.61 -1.14 1.18  C7 1.110
15 H -0.86 0.13 3.78  C1 1.110
16 C -2.27 2.03 -1.25  C20 1.443, H27 1.276, H28 1.142, H30 1.073
17 C 0.31 -0.45 -2.30  C18 1.374, C19 1.423, H23 1.077
18 C -0.47 0.68 -2.20  C17 1.374, C20 1.365, H24 1.194
19 C -0.11 -1.60 -1.59  C17 1.423, C21 1.356, H25 1.063
20 C -1.58 0.77 -1.40  C16 1.443, C18 1.365, C22 1.427
21 C -1.26 -1.58 -0.86  C19 1.356, C22 1.361, H26 1.090
22 C -1.97 -0.43 -0.75  C20 1.427, C21 1.361, H29 1.146
23 H 1.06 -0.42 -3.08  C17 1.077
24 H -0.11 1.56 -2.92  C18 1.194
25 H 0.48 -2.46 -1.80  C19 1.063
26 H -1.67 -2.50 -0.43  C21 1.090
27 H -2.23 2.72 -2.33  C16 1.276
28 H -1.73 2.80 -0.60  C16 1.142
29 H -2.64 -0.50 0.18  C22 1.146
30 H -3.33 2.07 -1.07  C16 1.073

Values from the calculation:
* gap between HOMO and LUMO: 9.458 eV
* SMILES: Cc1ccccc1.Cc1ccccc1
* E_HOMO: -8.5270 eV



Stability summary: most stable a, least stable b.



a.
ORCA calculation (ωB97M-V/def2-TZVPD) on a cluster of 2 separate species, C14H16 in total.

Each atom is followed by the atoms it is bonded to, with distances in Å.
Geometry (Å):
1 C -2.52 -2.88 0.29  C5 1.506, H12 1.092, H13 1.084, H15 1.087
2 C -0.85 0.38 -0.83  C3 1.376, C4 1.405, H8 1.079
3 C -1.14 -0.77 -0.13  C2 1.376, C5 1.404, H9 1.083
4 C -1.74 0.91 -1.77  C2 1.405, C6 1.381, H10 1.079
5 C -2.25 -1.58 -0.43  C1 1.506, C3 1.404, C7 1.395
6 C -2.82 0.11 -2.10  C4 1.381, C7 1.395, H11 1.085
7 C -3.08 -1.08 -1.43  C5 1.395, C6 1.395, H14 1.086
8 H -0.03 0.98 -0.48  C2 1.079
9 H -0.54 -1.07 0.72  C3 1.083
10 H -1.61 1.89 -2.20  C4 1.079
11 H -3.63 0.49 -2.73  C6 1.085
12 H -3.59 -2.97 0.45  C1 1.092
13 H -1.97 -2.92 1.22  C1 1.084
14 H -4.00 -1.62 -1.65  C7 1.086
15 H -2.25 -3.70 -0.38  C1 1.087
16 C 1.75 -0.45 2.88  C17 1.517, H23 1.090, H24 1.094, H30 1.099
17 C 1.89 0.31 1.58  C16 1.517, C18 1.377, C19 1.390
18 C 1.73 1.68 1.57  C17 1.377, C20 1.384, H25 1.087
19 C 2.19 -0.44 0.45  C17 1.390, C21 1.420, H26 1.077
20 C 2.06 2.47 0.49  C18 1.384, C22 1.388, H27 1.075
21 C 2.47 0.37 -0.69  C19 1.420, C22 1.382, H28 1.083
22 C 2.42 1.75 -0.64  C20 1.388, C21 1.382, H29 1.085
23 H 0.91 -1.14 2.98  C16 1.090
24 H 1.79 0.22 3.75  C16 1.094
25 H 1.36 2.16 2.48  C18 1.087
26 H 2.43 -1.49 0.53  C19 1.077
27 H 2.12 3.53 0.62  C20 1.075
28 H 2.82 -0.11 -1.59  C21 1.083
29 H 2.77 2.18 -1.57  C22 1.085
30 H 2.64 -1.07 3.08  C16 1.099

Values from the calculation:
* gap between HOMO and LUMO: 9.730 eV
* SMILES: Cc1ccccc1.Cc1ccccc1
* E_HOMO: -8.7909 eV



b.
ORCA calculation (ωB97M-V/def2-TZVPD) on a cluster of 2 separate species, C14H16 in total.

Each atom is followed by the atoms it is bonded to, with distances in Å.
Geometry (Å):
1 C -2.54 -1.33 -2.32  C7 1.494, H13 1.099, H14 1.087, H15 1.094
2 C -2.41 -0.67 1.97  C3 1.411, C4 1.401, H8 1.084
3 C -2.69 -1.95 1.45  C2 1.411, C5 1.392, H9 1.104
4 C -2.24 0.38 1.06  C2 1.401, C6 1.423, H10 1.090
5 C -2.81 -2.05 0.07  C3 1.392, C7 1.396, H11 1.080
6 C -2.25 0.21 -0.36  C4 1.423, C7 1.380, H12 1.064
7 C -2.51 -1.05 -0.86  C1 1.494, C5 1.396, C6 1.380
8 H -2.17 -0.54 3.02  C2 1.084
9 H -3.05 -2.56 2.30  C3 1.104
10 H -1.83 1.22 1.62  C4 1.090
11 H -2.84 -3.08 -0.25  C5 1.080
12 H -1.99 1.09 -0.90  C6 1.064
13 H -3.25 -0.65 -2.82  C1 1.099
14 H -2.95 -2.28 -2.66  C1 1.087
15 H -1.52 -1.23 -2.71  C1 1.094
16 C 2.50 1.73 -1.95  C20 1.496, H27 1.102, H28 1.103, H30 1.076
17 C 1.41 1.09 1.66  C18 1.417, C19 1.401, H23 1.071
18 C 1.48 1.61 0.35  C17 1.417, C20 1.373, H24 1.089
19 C 2.45 0.21 1.99  C17 1.401, C21 1.392, H25 1.099
20 C 2.44 1.21 -0.55  C16 1.496, C18 1.373, C22 1.421
21 C 3.54 -0.07 1.17  C19 1.392, C22 1.382, H26 1.084
22 C 3.51 0.36 -0.14  C20 1.421, C21 1.382, H29 1.078
23 H 0.56 1.25 2.30  C17 1.071
24 H 0.67 2.20 -0.09  C18 1.089
25 H 2.56 -0.22 3.00  C19 1.099
26 H 4.29 -0.71 1.61  C21 1.084
27 H 3.07 2.66 -2.06  C16 1.102
28 H 1.48 1.92 -2.32  C16 1.103
29 H 4.23 0.31 -0.94  C22 1.078
30 H 2.85 0.96 -2.63  C16 1.076

Values from the calculation:
* gap between HOMO and LUMO: 9.819 eV
* SMILES: Cc1ccccc1.Cc1ccccc1
* E_HOMO: -8.9398 eV



Stability summary: most stable a, least stable b.



a.
ORCA calculation (ωB97M-V/def2-TZVPD) on a cluster of 2 separate species, C14H16 in total.

Each atom is followed by the atoms it is bonded to, with distances in Å.
Geometry (Å):
1 C -1.95 -2.17 1.50  C3 1.491, H10 1.110, H11 1.116, H15 1.066
2 C -0.69 -2.71 -0.53  C3 1.355, C4 1.372, H8 1.173
3 C -0.72 -2.67 0.82  C1 1.491, C2 1.355, C5 1.407
4 C 0.35 -3.23 -1.26  C2 1.372, C6 1.402, H9 1.063
5 C 0.40 -3.16 1.52  C3 1.407, C7 1.367, H12 1.132
6 C 1.38 -3.90 -0.59  C4 1.402, C7 1.418, H13 1.149
7 C 1.42 -3.74 0.82  C5 1.367, C6 1.418, H14 1.022
8 H -1.52 -2.09 -1.08  C2 1.173
9 H 0.31 -3.30 -2.32  C4 1.063
10 H -2.40 -1.25 1.06  C1 1.110
11 H -1.69 -1.79 2.52  C1 1.116
12 H 0.41 -3.06 2.65  C5 1.132
13 H 2.07 -4.55 -1.24  C6 1.149
14 H 2.19 -4.19 1.31  C7 1.022
15 H -2.80 -2.81 1.53  C1 1.066
16 C -1.10 4.68 -1.03  C22 1.470, H28 1.078, H29 1.074, H30 1.132
17 C 1.32 1.29 0.01  C18 1.413, C19 1.373, H23 1.065
18 C 0.95 2.16 1.06  C17 1.413, C20 1.492, H24 1.024
19 C 1.06 1.66 -1.29  C17 1.373, C21 1.289, H25 1.077
20 C 0.09 3.33 0.73  C18 1.492, C22 1.361, H26 1.089
21 C 0.38 2.72 -1.56  C19 1.289, C22 1.441, H27 1.098
22 C -0.22 3.59 -0.57  C16 1.470, C20 1.361, C21 1.441
23 H 1.97 0.48 0.24  C17 1.065
24 H 1.07 1.91 2.04  C18 1.024
25 H 1.46 0.97 -2.01  C19 1.077
26 H -0.16 3.92 1.61  C20 1.089
27 H 0.31 3.22 -2.53  C21 1.098
28 H -1.70 4.91 -0.16  C16 1.078
29 H -1.68 4.18 -1.79  C16 1.074
30 H -0.56 5.58 -1.43  C16 1.132

Values from the calculation:
* gap between HOMO and LUMO: 9.704 eV
* SMILES: Cc1ccccc1.Cc1ccccc1
* E_HOMO: -8.8052 eV



b.
ORCA calculation (ωB97M-V/def2-TZVPD) on a cluster of 2 separate species, C14H16 in total.

Each atom is followed by the atoms it is bonded to, with distances in Å.
Geometry (Å):
1 C -3.56 -2.08 3.67  C7 1.455, H13 1.110, H14 1.116, H15 1.132
2 C -1.51 0.50 0.99  C3 1.364, C4 1.396, H8 1.136
3 C -1.36 0.73 2.32  C2 1.364, C5 1.399, H9 1.095
4 C -2.41 -0.49 0.57  C2 1.396, C6 1.367, H10 1.114
5 C -2.03 -0.06 3.26  C3 1.399, C7 1.371, H11 1.235
6 C -3.14 -1.18 1.50  C4 1.367, C7 1.423, H12 1.126
7 C -2.80 -1.13 2.88  C1 1.455, C5 1.371, C6 1.423
8 H -1.01 1.30 0.35  C2 1.136
9 H -0.82 1.57 2.77  C3 1.095
10 H -2.70 -0.65 -0.49  C4 1.114
11 H -1.96 0.00 4.49  C5 1.235
12 H -3.88 -1.99 1.25  C6 1.126
13 H -4.63 -1.82 3.49  C1 1.110
14 H -3.54 -1.86 4.76  C1 1.116
15 H -3.35 -3.19 3.69  C1 1.132
16 C 4.75 1.36 -2.34  C22 1.548, H28 1.061, H29 1.159, H30 1.098
17 C 0.61 -0.01 -2.26  C18 1.456, C19 1.377, H23 1.159
18 C 0.87 1.42 -2.28  C17 1.456, C20 1.425, H24 1.123
19 C 1.66 -0.91 -2.23  C17 1.377, C21 1.411, H25 1.093
20 C 2.23 1.83 -2.41  C18 1.425, C22 1.403, H26 1.106
21 C 2.96 -0.42 -2.47  C19 1.411, C22 1.353, H27 1.090
22 C 3.28 0.90 -2.47  C16 1.548, C20 1.403, C21 1.353
23 H -0.50 -0.31 -2.38  C17 1.159
24 H 0.03 2.17 -2.33  C18 1.123
25 H 1.52 -1.99 -2.19  C19 1.093
26 H 2.43 2.91 -2.46  C20 1.106
27 H 3.72 -1.14 -2.76  C21 1.090
28 H 4.60 2.40 -2.19  C16 1.061
29 H 5.32 1.13 -3.32  C16 1.159
30 H 5.24 1.00 -1.43  C16 1.098

Values from the calculation:
* gap between HOMO and LUMO: 9.860 eV
* SMILES: Cc1ccccc1.Cc1ccccc1
* E_HOMO: -8.8903 eV



Stability summary: most stable a, least stable b.